#a
Density functional theory data (ωB97M-V/def2-TZVPD) for 3 unconnected molecules or ions with the total composition C2H9NO4.

Each line ends with the Löwdin charge.
Element x y z (Å)
C (1.66975, -1.39627, 1.92788)  -0.07
N (1.86072, -1.80312, 0.53221)  0.02
C (1.63476, -0.95383, -0.52560)  -0.62
O (0.45458, -0.28386, -0.43418)  0.09
O (2.35122, -0.95582, -1.49384)  0.09
H (0.85010, -0.69736, 2.06978)  0.08
H (2.60735, -0.97985, 2.28963)  0.08
H (1.36431, -2.25954, 2.52128)  0.08
H (2.71068, -2.33827, 0.40109)  0.14
H (0.08831, -0.34419, -1.33526)  0.13
H (-3.84023, 0.21600, -1.49851)  0.04
H (-2.99030, 1.52346, -1.21234)  -0.01
O (-2.94919, 0.58622, -1.45353)  -0.08
H (-1.32989, 2.81220, -0.35072)  0.04
H (-2.25988, 3.76001, -1.07022)  0.05
O (-2.22232, 3.11421, -0.36768)  -0.03

Properties
Frontier orbital gap, eV: 10.28
LUMO, eV: 0.541
Spin multiplicity: 1

***

#b
Density functional theory data (ωB97M-V/def2-TZVPD) for 3 unconnected molecules or ions with the total composition C2H9NO4.

Each line ends with the Löwdin charge.
Element x y z (Å)
H (-0.42639, -0.29736, -0.32868)  0.14
O (-1.08166, -0.97208, -1.40801)  -0.01
O (-0.46625, 0.80115, 0.17576)  -0.08
H (-1.77022, -1.34371, -0.79814)  0.08
H (-1.54089, -0.41517, -2.04665)  0.11
C (0.57766, 0.79892, 1.06083)  -0.50
O (0.34341, 1.27782, 2.13640)  0.09
C (1.99467, 0.27063, 0.52931)  -0.19
H (2.69741, 1.10654, 0.74135)  0.12
H (2.44943, -0.43345, 1.27745)  0.12
N (2.00548, -0.12845, -0.85871)  0.00
H (1.06101, -0.13823, -1.22989)  0.03
H (2.49787, 0.64429, -1.29537)  0.08
O (-2.79426, -0.73859, 0.68792)  -0.05
H (-1.98069, -0.25193, 0.49718)  -0.01
H (-3.56657, -0.18039, 0.85923)  0.07

Properties
Frontier orbital gap, eV: 9.76
LUMO, eV: 0.289
Spin multiplicity: 1

***

Preferred: #a; penalty for the next structure: 158.6 kJ/mol.

***

#a
Density functional theory data (ωB97M-V/def2-TZVPD) for CH2FNO in the gas phase.

Each line ends with the Löwdin charge.
Element x y z (Å)
C (-1.77652, -0.14279, -0.04140)  -0.50
N (-0.27293, -0.01964, -0.30378)  0.14
O (-2.38518, -1.12621, -0.00066)  0.17
F (-2.33218, 1.09987, 0.04542)  0.08
H (0.28004, -0.70639, 0.02781)  0.02
H (0.26242, 0.82518, -0.08841)  0.09

Properties
Frontier orbital gap, eV: 11.88
LUMO, eV: 0.760
Spin multiplicity: 1

***

#b
Density functional theory data (ωB97M-V/def2-TZVPD) for 3 unconnected molecules or ions with the total composition CH2FNO.

Each line ends with the Löwdin charge.
Element x y z (Å)
C (-0.00231, 0.70416, -1.27187)  -0.40
N (0.34960, -0.36277, -0.82187)  0.10
O (-0.23442, 1.61650, -1.95059)  0.22
F (1.38538, -1.19195, -2.05298)  -0.29
H (-0.94001, 0.15502, 0.36583)  0.22
H (1.02444, -0.65573, -0.10035)  0.15

Properties
Frontier orbital gap (alpha / beta), eV: 9.65 / 8.22
LUMO (alpha / beta), eV: -1.230 / -1.902
Spin multiplicity: 1

***

Preferred: #a; penalty for the next structure: 570.1 kJ/mol.

***

#a
Density functional theory data (ωB97M-V/def2-TZVPD) for 2 unconnected molecules or ions with the total composition CH2IOP.

Each line ends with the Löwdin charge.
Element x y z (Å)
C (-1.41551, 1.15929, 0.62238)  -0.50
O (1.39059, -1.84897, -0.82876)  -0.72
P (-0.32789, 0.27604, 1.31270)  0.68
I (1.71515, 0.04308, -1.58769)  0.73
H (-2.07990, 2.01071, 0.62399)  -0.07
H (0.71757, -1.64015, -0.14262)  -0.12

Properties
Frontier orbital gap, eV: 8.48
LUMO, eV: -1.104
Spin multiplicity: 1

***

#b
Density functional theory data (ωB97M-V/def2-TZVPD) for CH2IOP in the gas phase.

Each line ends with the Löwdin charge.
Element x y z (Å)
C (-0.52300, 0.31026, 0.71996)  -0.63
O (-0.55908, 0.92603, 1.73906)  -0.03
P (1.13772, 0.00284, -0.15491)  0.37
I (0.34732, 0.19809, -2.44714)  0.29
H (-1.49623, 0.10386, 0.20280)  0.07
H (1.09327, -1.54108, -0.05978)  -0.07

Properties
Frontier orbital gap, eV: 9.11
LUMO, eV: -0.402
Spin multiplicity: 1

***

#c
Density functional theory data (ωB97M-V/def2-TZVPD) for 2 unconnected molecules or ions with the total composition CH2IOP.

Each line ends with the Löwdin charge.
Element x y z (Å)
C (0.13925, -0.32718, -0.10941)  -0.90
O (-1.79420, 1.46913, -0.44302)  -0.50
P (-0.50679, 1.35123, 0.26109)  0.72
I (2.34364, -0.52864, 0.00783)  0.55
H (-0.26958, -0.86641, -0.96600)  -0.03
H (0.08768, -1.09813, 1.24952)  0.15

Properties
Frontier orbital gap, eV: 8.53
LUMO, eV: -1.109
Spin multiplicity: 1

***

Preferred: #b; penalty for the next structure: 148.0 kJ/mol.